ORCA calculation (ωB97M-V/def2-TZVPD) on C35H46Ge2IrN3OS4 as an isolated structure.

Results
Total energy, eV: -202757.9682
Net charge: +1
HOMO level (alpha / beta), eV: -7.988 / -10.667
Multiplicity: 6
Frontier orbital gap (alpha / beta), Ha: 0.1968 / 0.1868
LUMO (alpha / beta), Eh: -0.0968 / -0.2052
⟨S²⟩: 8.8175

Each line ends with the Löwdin charge.
Cartesian coordinates (Å):
Ir  -0.50215  -0.00858  -1.11272  0.62
C  -0.90811  4.51147  -0.84424  -0.06
N  -0.06836  3.46982  -1.49940  -0.28
C  -0.05580  3.72296  -2.86888  -0.15
C  1.25275  3.32461  -0.94091  -0.20
C  1.74278  4.28226  -0.03955  -0.03
C  3.02928  4.17555  0.44620  -0.05
C  3.74370  3.01990  0.14459  -0.06
C  3.18479  1.97959  -0.57703  -0.03
C  1.92878  2.15585  -1.18851  -0.24
N  1.28996  1.02716  -1.81110  0.02
C  1.99217  0.46127  -2.83062  -0.22
C  3.18762  1.00489  -3.27187  -0.02
C  4.11735  0.26397  -3.91564  -0.03
C  3.80621  -1.08082  -4.19695  0.01
C  2.53192  -1.58681  -3.91664  0.00
C  1.57482  -0.80979  -3.35702  -0.23
N  0.23134  -1.13430  -3.14950  -0.26
C  0.03950  -2.62222  -3.04864  -0.08
C  -0.62851  -0.63603  -4.30210  -0.03
H  -0.50505  5.49866  -1.12986  0.10
H  -1.92020  4.34373  -1.09639  0.06
H  -0.75717  4.37536  0.26485  0.09
H  0.29868  4.77621  -3.09875  0.12
H  0.60471  3.04760  -3.39266  0.08
H  -1.09141  3.63524  -3.17331  0.05
H  1.11066  5.07853  0.33549  0.11
H  3.41570  4.86721  1.20082  0.12
H  4.76138  2.90437  0.43560  0.10
H  3.71572  1.10365  -0.77719  0.10
H  3.36692  2.05519  -3.01709  0.14
H  5.00985  0.73348  -4.14605  0.10
H  4.50507  -1.67595  -4.71887  0.11
H  2.33941  -2.61071  -4.14792  0.11
H  -0.16731  -3.03491  -4.02901  0.09
H  1.04036  -3.04599  -2.70006  0.10
H  -0.78007  -2.79241  -2.28149  0.03
H  -0.45367  -1.21347  -5.16098  0.07
H  -1.69261  -0.75050  -4.04400  0.09
H  -0.36545  0.38457  -4.54691  0.09
O  -7.16843  0.56743  -2.29980  0.02
C  -6.02052  0.37791  -2.13296  -0.93
S  -4.76252  1.56777  -2.69262  1.02
C  -3.48182  0.68428  -2.06119  -1.15
C  -3.60570  -0.63692  -1.58674  -0.95
S  -2.25652  -1.41899  -0.83897  0.65
S  -5.32255  -1.17621  -1.54242  0.99
S  -2.04596  1.56734  -1.98549  0.68
C  0.55186  2.24182  3.47918  -0.13
C  0.48276  1.99595  1.94863  -0.36
Ge  -0.96447  0.97813  1.14789  0.73
C  -2.66506  1.96882  1.39960  -0.34
C  -3.97568  1.31113  1.75591  -0.15
C  -0.77246  -0.51993  2.40260  -0.29
C  -0.19490  -1.65130  2.09700  -0.47
Ge  0.78080  -1.28187  0.56064  0.86
C  -3.67926  -3.71229  0.89643  -0.07
C  -3.83611  -2.67523  1.97397  -0.19
C  2.79663  -1.40233  0.79615  -0.37
C  3.37887  -2.49853  1.65877  -0.17
C  0.16926  -2.70991  3.07435  -0.28
C  0.12587  -2.59876  4.50417  -0.02
C  0.41511  -3.63013  5.39073  -0.05
C  0.99814  -4.82541  4.83070  -0.06
C  0.95791  -4.96424  3.42208  -0.05
C  0.51407  -3.89668  2.52409  -0.07
H  1.23499  3.09182  3.69474  0.08
H  0.88882  1.38994  4.02368  0.04
H  -0.44374  2.46440  3.97635  0.09
H  1.43071  1.61323  1.61135  0.04
H  0.38298  2.90668  1.40000  0.01
H  -2.79999  2.70757  0.61747  0.04
H  -2.31008  2.44202  2.27000  0.03
H  -4.54675  0.79023  0.97943  0.05
H  -4.70455  2.06165  2.05832  0.08
H  -3.88970  0.52537  2.51149  0.07
H  -0.94054  -0.21277  3.48383  0.09
H  -4.46952  -3.97813  0.24911  0.02
H  -2.89136  -4.45118  0.97367  0.04
H  -2.89047  -2.34790  2.38960  0.03
H  -4.50564  -3.05142  2.77604  0.08
H  -4.49724  -1.79345  1.76587  0.06
H  3.10205  -0.45917  1.33424  0.07
H  3.31493  -1.32729  -0.12046  0.02
H  2.97850  -2.55956  2.62060  0.04
H  4.45794  -2.33287  1.71535  0.08
H  3.40999  -3.48256  1.19755  0.07
H  -0.05633  -1.57342  4.80691  0.10
H  0.32126  -3.57573  6.43580  0.08
H  1.43373  -5.64598  5.44229  0.11
H  1.20747  -5.96470  3.11409  0.09
H  0.43764  -4.09921  1.45428  0.10


ORCA calculation (ωB97M-V/def2-TZVPD) on C35H46MgN6O3P2 as an isolated structure.

Results
Total energy, eV: -76145.1647
HOMO level, eV: -8.284
Frontier orbital gap, Ha: 0.2544
LUMO, Eh: -0.0500

Each line ends with the Löwdin charge.
Cartesian coordinates (Å):
Mg  -0.69699  -2.09650  1.03144  0.89
C  -0.65425  3.76989  2.91590  -0.12
C  -1.32066  3.13485  1.93412  -0.11
C  -0.66415  2.52622  0.73367  -0.21
C  0.54694  1.59844  1.00553  -0.17
C  1.92117  2.21090  0.72114  -0.09
C  2.27985  3.48693  0.88888  -0.13
C  1.42052  4.51873  1.51038  -0.20
C  0.79557  4.15383  2.91522  -0.17
C  1.30779  -2.35415  1.35781  -0.24
H  -1.22765  4.05474  3.81081  0.10
H  -2.39541  2.94899  2.01964  0.10
H  -0.31553  3.28627  0.02049  0.11
H  -1.46784  1.93523  0.24629  0.07
H  0.50092  1.15524  2.02748  0.09
H  0.41173  0.73456  0.31009  0.08
H  2.64686  1.46790  0.36198  0.09
H  3.28558  3.79705  0.58828  0.10
H  0.61157  4.82616  0.82571  0.11
H  2.06958  5.39892  1.66010  0.11
H  1.40105  3.39244  3.46001  0.12
H  0.84821  5.12458  3.46112  0.11
H  1.65685  -1.50668  1.94411  -0.03
H  1.81407  -2.43189  0.39542  -0.10
H  1.51434  -3.23562  1.97211  -0.02
P  1.55885  -1.62622  -2.65347  1.15
P  -2.12945  -0.93137  -2.55389  1.12
N  2.82679  -0.44093  -3.05360  -0.27
N  2.27693  -2.82555  -3.86345  -0.24
N  -2.09311  0.66745  -3.25391  -0.30
N  -3.63776  -1.34131  -3.65291  -0.23
C  0.40533  -0.94791  -3.91895  -0.42
C  -0.96473  -1.63623  -3.83219  -0.42
C  3.94834  -0.26471  -2.22487  -0.15
C  4.88612  0.53301  -2.88196  -0.09
C  4.32491  0.87554  -4.15572  -0.08
C  3.07701  0.25332  -4.24318  -0.16
C  2.60764  -4.13555  -3.52113  -0.16
C  3.12858  -4.78800  -4.64213  -0.10
C  3.06929  -3.86341  -5.73375  -0.09
C  2.56550  -2.66719  -5.22216  -0.15
C  -1.81575  1.85225  -2.55513  -0.13
C  -1.54124  2.86071  -3.45931  -0.08
C  -1.60677  2.29310  -4.77077  -0.07
C  -1.94540  0.95604  -4.62186  -0.19
C  -4.37806  -0.71057  -4.65278  -0.15
C  -5.30913  -1.60763  -5.19295  -0.09
C  -5.12097  -2.85719  -4.51954  -0.11
C  -4.07344  -2.67498  -3.62027  -0.19
H  0.74864  -1.09993  -4.95598  0.07
H  0.34393  0.13341  -3.74258  0.07
H  -1.45054  -1.62556  -4.82572  0.08
H  -0.87228  -2.69797  -3.54411  0.07
H  3.96271  -0.71082  -1.24243  0.09
H  5.86802  0.81008  -2.51168  0.09
H  4.77446  1.49155  -4.92699  0.09
H  2.36347  0.27367  -5.05722  0.09
H  2.41228  -4.48941  -2.51681  0.09
H  3.51973  -5.79791  -4.68570  0.09
H  3.35524  -4.04169  -6.76729  0.09
H  2.37476  -1.73868  -5.74429  0.08
H  -1.85105  1.86049  -1.46950  0.06
H  -1.31829  3.90061  -3.23132  0.10
H  -1.42461  2.78641  -5.72228  0.10
H  -2.08521  0.19418  -5.37783  0.10
H  -4.20091  0.30734  -4.97425  0.09
H  -6.02491  -1.38020  -5.97084  0.09
H  -5.68508  -3.77526  -4.67274  0.09
H  -3.59276  -3.38039  -2.95403  0.09
C  -2.42477  1.47228  5.72781  -0.08
C  -1.23480  0.86062  6.45131  -0.18
C  -0.66203  -0.46345  5.88494  -0.27
C  0.42493  -1.01176  6.86593  -0.19
C  1.65930  -0.17304  7.09229  -0.09
C  -1.70947  -1.58815  5.99262  -0.36
O  -2.32222  -1.84367  7.02164  0.09
N  -1.88665  -2.42183  4.86494  0.21
C  -1.40994  -2.12378  3.61588  -0.53
O  -1.72805  -2.81936  2.59577  -0.12
N  -0.62661  -1.06118  3.41193  0.13
C  -0.14796  -0.26073  4.40472  -0.38
O  0.65423  0.66326  4.15278  0.03
H  -2.30234  1.52200  4.63651  0.07
H  -2.55595  2.49863  6.09404  0.08
H  -3.35303  0.94169  5.97222  0.08
H  -0.41211  1.58407  6.51958  0.12
H  -1.54266  0.61527  7.47514  0.12
H  -0.07408  -1.11680  7.84496  0.12
H  0.70146  -2.02322  6.51632  0.13
H  1.44950  0.64415  7.78785  0.08
H  2.41456  -0.81570  7.55096  0.08
H  2.04366  0.24357  6.15481  0.07
H  -2.52227  -3.21249  4.94077  0.17